# 1
{
  "formula": "C6H4DyN2O5S",
  "method": "the ωB97M-V functional and the def2-TZVPD basis",
  "elements": ["O", "C", "Dy", "O", "C", "C", "O", "C", "O", "C", "O", "N", "C", "N", "S", "H", "H", "H", "H"],
  "positions_angstrom": [[0.0024, 3.6693, -1.4478], [0.0017, 2.5280, -1.5711], [0.0000, -0.0167, -1.6502], [0.0003, 0.0025, -5.3249], [0.0002, -0.0006, -4.1767], [-0.0018, -2.5198, -1.5700], [-0.0026, -3.6639, -1.4479], [-2.5088, -0.0001, -1.5649], [-3.6561, 0.0044, -1.4470], [2.5101, -0.0035, -1.5645], [3.6547, -0.0005, -1.4466], [0.0000, -1.1770, 3.1582], [0.0000, 0.0009, 2.5097], [0.0000, 1.1759, 3.1577], [-0.0001, 0.0004, 0.8215], [0.0000, -1.2327, 4.1688], [0.0000, -2.0477, 2.6135], [0.0000, 2.0480, 2.6132], [0.0000, 1.2331, 4.1691]],
  "forces_ev_per_a": [[-0.003, -4.514, -0.483], [0.003, 5.252, 0.429], [0.009, 0.267, 0.724], [0.000, -0.008, 4.705], [0.000, 0.008, -5.629], [-0.004, -5.810, 0.487], [0.003, 4.816, -0.513], [-6.097, 0.021, 0.521], [5.133, -0.017, -0.523], [5.807, 0.012, 0.493], [-4.852, -0.010, -0.496], [0.000, 0.925, -1.454], [0.000, -0.101, 3.561], [0.000, -0.779, -1.399], [0.000, -0.018, -1.785], [0.000, -0.054, 0.073], [0.000, 0.584, 0.614], [0.000, -0.617, 0.633], [0.000, 0.043, 0.043]],
  "s_squared": 9.335,
  "charge": 3,
  "multiplicity": 6,
  "homo_ev": [-21.40, -21.40],
  "orbital_gap_ev": [7.88, 8.12]
}

---

# 2
{
  "formula": "C6H4FN3O4V",
  "method": "the ωB97M-V functional and the def2-TZVPD basis",
  "elements": ["N", "C", "C", "C", "C", "N", "C", "O", "N", "C", "O", "F", "H", "H", "H", "H", "O", "V", "O"],
  "positions_angstrom": [[-2.4169, 1.2677, 0.1536], [-1.8480, 0.4934, 0.7832], [-1.1348, -0.5228, 1.5660], [0.0995, -1.0335, 0.7860], [0.4024, -2.4324, 1.1342], [0.6381, -3.5175, 1.4269], [1.3404, -0.1677, 1.0604], [1.3555, 0.6259, 1.9368], [2.5138, -0.3806, 0.2461], [2.4977, -0.0338, -1.1054], [3.4042, 0.2342, -1.7836], [1.2119, 0.0140, -1.5924], [-1.8305, -1.3498, 1.7377], [-0.8497, -0.1092, 2.5350], [-0.1434, -1.0375, -0.2779], [2.8932, -1.3141, 0.3847], [-2.5318, 4.6773, -2.6257], [-2.7083, 3.0779, -2.9547], [-2.8930, 1.5087, -3.4110]],
  "forces_ev_per_a": [[0.225, 0.048, -0.310], [-0.024, 0.131, 0.102], [-0.191, -0.138, -0.053], [-0.435, -0.462, 0.102], [0.033, 0.119, 0.157], [0.016, 0.155, -0.086], [-0.102, -0.147, -0.395], [-0.049, 0.389, 0.268], [-0.421, -0.509, -0.227], [-0.592, 0.015, 0.619], [0.610, -0.076, -0.603], [0.129, 0.340, 0.023], [0.083, 0.100, -0.008], [0.020, -0.015, -0.103], [0.231, 0.085, 0.055], [0.465, 0.180, 0.084], [-0.102, -0.943, -0.176], [0.009, -0.135, 0.340], [0.096, 0.864, 0.211]],
  "charge": 1,
  "homo_ev": -14.16,
  "orbital_gap_ev": 2.09
}

---

# 3
{
  "formula": "C6H4INO2",
  "method": "the ωB97M-V functional and the def2-TZVPD basis",
  "elements": ["C", "C", "C", "C", "C", "C", "N", "O", "O", "I", "H", "H", "H", "H"],
  "positions_angstrom": [[0.6349, -0.1710, -1.6299], [0.1385, -1.1819, -0.9097], [0.6693, 1.2468, -0.9942], [-0.1045, 1.4786, 0.3034], [-0.2452, 0.3139, 1.2129], [-0.6073, -1.0416, 0.3557], [0.0497, 0.4866, 2.4077], [1.4680, 2.0636, -1.3497], [-0.4993, 2.5702, 0.5941], [-2.6323, -0.9346, -0.3194], [1.2267, -0.3951, -2.5411], [0.3088, -2.1378, -1.1954], [-0.5086, -1.9124, 0.9772], [0.1013, -0.3852, 3.0885]],
  "forces_ev_per_a": [[0.384, 0.821, 0.690], [0.422, 3.022, 0.582], [0.707, -2.108, -0.966], [-0.465, 0.904, -0.110], [-0.424, -2.674, -1.918], [0.322, 2.023, 1.394], [0.514, -2.003, 2.628], [-0.066, 0.514, -0.285], [-0.046, 0.186, -0.118], [-0.540, -0.005, 0.324], [-0.518, 0.570, 0.673], [0.300, -2.912, -1.091], [-0.089, -0.294, 0.312], [-0.502, 1.957, -2.115]],
  "charge": 0,
  "homo_ev": -9.72,
  "orbital_gap_ev": 8.83
}

---

# 4
{
  "formula": "C6H4N2O",
  "method": "the ωB97M-V functional and the def2-TZVPD basis",
  "elements": ["C", "C", "C", "C", "C", "C", "N", "N", "O", "H", "H", "H", "H"],
  "positions_angstrom": [[0.5632, 1.3580, 1.0760], [-0.9007, -1.2935, -1.5060], [-0.4960, 1.7982, 0.3891], [0.0657, -1.8978, -0.7284], [-0.7398, -0.0837, -0.7472], [1.1162, -0.0210, 0.9196], [-1.1281, 1.1095, -0.6156], [0.2825, -0.7083, 0.0330], [2.0315, -0.5213, 1.5313], [0.8968, 2.0447, 1.7971], [-1.5525, -1.7862, -2.2585], [-0.7415, 2.7594, 0.6293], [0.6026, -2.7578, -0.5198]],
  "forces_ev_per_a": [[0.732, -2.278, -0.142], [-3.273, 1.208, -2.206], [0.174, -2.317, -1.784], [3.731, 0.501, 3.976], [0.311, -1.315, -0.601], [-0.439, 1.287, 1.264], [-1.281, 2.465, 0.272], [-0.686, -1.510, -1.848], [0.095, -0.193, -0.370], [1.085, 0.260, 0.960], [0.442, 1.097, 0.624], [-1.445, 2.427, 0.028], [0.556, -1.631, -0.173]],
  "s_squared": 2.012,
  "charge": 0,
  "multiplicity": 3,
  "homo_ev": [-6.97, -9.38],
  "orbital_gap_ev": [7.80, 6.58]
}

---

How do the records compare in strongest force on any atom? In the order shown, they have 6.12 0.97 3.34 5.48 eV/A.
How do the records compare in energy relative to the best compared isomer or geometry (same formula, charge and spin)? In the order shown, they have 0.0 0.0 71.7 0.0 kJ/mol.